{"formula": "C24H36N3RuSi2Te", "method": "ωB97M-V with the def2-TZVPD basis set", "symbols": ["H", "H", "C", "H", "H", "C", "H", "H", "H", "H", "C", "C", "H", "Si", "C", "Si", "H", "C", "C", "C", "C", "C", "H", "C", "C", "H", "Ru", "H", "Te", "H", "C", "H", "C", "H", "N", "H", "H", "H", "H", "H", "H", "H", "H", "H", "N", "C", "H", "C", "H", "N", "H", "C", "H", "H", "C", "H", "C", "H", "H", "H", "C", "C", "H", "C", "H", "C", "C"], "coordinates": [[3.41649, -4.17985, 1.04955], [1.23633, -4.59342, -0.08489], [1.54931, 5.54518, -1.08294], [1.71691, -1.98971, -2.69172], [1.80640, 4.05910, 2.03777], [3.12319, -2.05791, 1.18079], [-4.02564, -0.62916, 0.11983], [2.53437, 5.66720, -1.51466], [-3.35614, -4.36844, -0.34373], [-2.18972, -4.71320, 0.95417], [1.19379, 4.33144, -0.51665], [2.75031, -3.35379, 0.83438], [-0.80518, -2.09755, 2.41905], [-2.19880, -2.32967, 0.33269], [-1.92756, -2.09624, -3.54887], [-0.62488, -3.01899, -2.57356], [1.20757, 1.77330, -2.68887], [-0.61811, 6.46085, -0.54289], [1.78936, 2.64195, 5.11410], [-2.93110, -3.99839, 0.59237], [-0.99403, -4.83417, -2.51597], [1.10189, -2.70915, -3.24448], [4.07262, -1.86153, 1.65931], [2.20231, 3.44261, 4.04785], [-0.99799, 5.25450, 0.03179], [1.90189, 0.71944, -1.64829], [-0.67100, -0.37025, -0.21965], [1.65688, -3.65092, -3.22017], [-0.69780, 2.46550, 1.01041], [0.93422, 7.54739, -1.53746], [0.69418, 1.78733, 4.99060], [-0.85275, 1.07382, 3.70131], [2.26218, -1.01266, 0.90585], [1.89318, 3.50372, -0.50803], [0.01703, 0.25615, -2.08401], [-2.10502, -1.05749, -3.25541], [1.06663, -2.39636, -4.29200], [0.34969, -0.50581, -2.69069], [-3.73654, -3.92752, 1.33053], [3.04547, 4.10926, 4.16866], [-0.73450, 0.72713, -2.60212], [-2.65634, -0.04478, -0.79884], [-1.64619, -2.09467, -4.60519], [-1.98593, 5.15005, 0.46410], [1.09104, -1.25681, 0.31038], [1.52045, 3.40576, 2.84983], [-2.88796, -2.61693, -3.48917], [0.64662, 6.60329, -1.09422], [-0.96296, -5.21651, -3.54203], [1.04883, 1.23242, -1.84002], [2.31891, 2.69528, 6.05673], [-1.54573, -1.48588, 1.90079], [-1.98557, -5.05684, -2.11980], [-2.39309, -1.28908, 2.56455], [-3.21747, -0.98491, -0.52352], [-0.25713, -5.39904, -1.94105], [0.72121, -2.50581, -0.05757], [-1.08535, -0.47175, 1.82145], [0.37342, 1.19314, 5.83608], [2.49144, 0.01784, 1.16556], [0.42654, 2.53177, 2.72035], [1.53409, -3.59351, 0.20257], [-1.31579, 7.28725, -0.55482], [0.01200, 1.71885, 3.79485], [-3.64097, -1.32361, -1.47003], [-0.07898, 4.20980, 0.03826], [-0.58053, -2.31900, -0.76317]], "lowdin_charge": [0.1390, 0.1322, -0.0424, 0.0291, 0.0986, 0.0057, 0.0719, 0.1248, 0.0523, 0.0662, -0.1577, 0.0198, 0.0718, 0.5010, -0.1583, 0.5029, 0.1112, -0.0328, 0.0006, -0.1026, -0.1407, -0.1487, 0.1334, -0.0255, -0.1245, 0.0831, 0.8803, 0.0598, 1.6405, 0.1296, -0.0375, 0.0896, -0.0634, 0.0937, -0.1294, 0.0140, 0.0593, 0.0656, 0.0723, 0.1304, 0.1278, 0.0174, 0.0595, 0.1046, -0.0457, -0.0920, 0.0550, -0.0207, 0.0672, -0.0150, 0.1322, -0.1675, 0.0349, 0.0799, -0.1496, 0.0441, -0.3571, -0.0286, 0.1281, 0.1297, -0.5307, 0.0328, 0.1291, -0.1398, 0.0513, -0.5266, -0.3358], "e_tot_ev": -55544.424, "mol_weight_g_mol": 651.415, "charge": 3, "max_force_ev_per_a": 2.207, "e_above_lowest_ev": 1.538, "e_lumo_ev": [-12.6250, -12.6492]}

{"formula": "C24H36N6OsS2", "method": "ωB97M-V with the def2-TZVPD basis set", "symbols": ["H", "H", "H", "H", "H", "C", "H", "H", "C", "H", "H", "C", "H", "H", "C", "H", "C", "C", "H", "C", "H", "N", "N", "C", "H", "H", "C", "C", "H", "C", "N", "C", "C", "H", "H", "N", "S", "H", "C", "H", "H", "C", "H", "H", "H", "H", "C", "H", "H", "N", "C", "H", "H", "H", "C", "S", "H", "H", "C", "C", "C", "C", "Os", "N", "H", "H", "C", "H", "C"], "coordinates": [[3.71354, 2.53966, 4.64803], [-1.85907, 0.14430, -3.90945], [1.19744, -3.47600, -1.59235], [3.66120, 0.00036, 5.39505], [-3.59389, 4.10830, -5.76744], [-3.34070, 3.80854, -4.75973], [-0.39961, -0.81761, -3.61080], [-2.96325, -0.79762, -1.88837], [2.83293, 3.10258, 2.76119], [-5.10272, 4.68177, -3.93777], [1.95773, 3.59855, 3.18128], [-2.06452, -1.26301, -2.30166], [1.84076, 2.98932, 0.95703], [3.55535, 3.88044, 2.50947], [0.02829, 0.84399, 4.54113], [-1.89384, -6.36360, -4.16580], [-1.24538, -0.31357, -3.13379], [3.43205, 2.09314, 3.69170], [1.56893, -1.35375, 5.17109], [-1.41532, -3.19344, -0.81196], [2.38352, -2.04492, 2.47554], [-0.16073, 1.10159, 3.08208], [-0.71669, 0.76172, -2.26872], [2.35866, -1.42379, 4.42677], [0.11368, 2.68831, -2.27772], [3.22059, 2.14846, 0.97413], [-1.84457, 2.77761, -3.19125], [-0.53721, 2.08590, -2.91295], [-0.01582, 1.89742, -3.85420], [0.13260, -5.69898, -3.91466], [2.45280, 0.97116, 3.91322], [-0.42915, -0.92440, -0.60637], [-1.22704, -5.69949, -3.63288], [-4.48265, 4.19302, -1.59482], [1.34366, 2.49240, 4.87785], [1.73645, -1.51167, 3.06345], [0.26732, 1.59243, 0.07203], [0.89535, -2.08782, 3.10490], [-0.36721, 0.48138, -1.06257], [-0.76406, 1.30688, 5.13143], [2.06297, -4.93529, -3.37613], [3.23882, -0.21297, 4.41057], [-0.30908, 2.10258, 2.94265], [2.92774, -2.32604, 4.65308], [0.51626, -6.30803, -4.72198], [-1.00909, 0.63738, 2.75702], [-0.86203, -4.05714, -1.91170], [-1.53982, 2.78751, -5.32445], [-2.35633, -2.12801, -2.89559], [2.39015, 2.35565, 1.53862], [1.38957, 1.40407, 4.90714], [-0.04637, -0.23015, 4.68833], [4.07149, -0.35432, 3.71762], [-2.49285, -3.33347, -0.71147], [-3.83214, 3.88007, -2.39974], [0.67305, -1.35108, 0.64886], [4.33378, 1.65984, 3.25562], [1.68590, 1.12734, 5.91955], [1.00054, -4.90153, -3.17560], [-4.17176, 4.17793, -3.71528], [0.50797, -4.08139, -2.17525], [-2.67353, 3.16792, -2.14472], [1.50384, 0.44019, 2.04727], [-1.23192, -1.75001, -1.17591], [-0.94499, -3.35331, 0.15608], [-2.79049, -4.86737, -2.42532], [-1.72812, -4.86504, -2.64333], [-2.39448, 2.91822, -1.12281], [-2.18848, 3.07691, -4.50524]], "lowdin_charge": [0.1671, 0.1606, 0.0953, 0.1653, 0.1297, -0.0252, 0.1700, 0.1695, -0.1476, 0.1292, 0.1301, -0.0263, 0.0458, 0.1611, -0.1396, 0.1300, -0.0257, -0.1354, 0.1269, -0.0547, 0.0996, -0.0766, -0.0189, -0.1421, 0.1094, 0.1392, -0.2444, -0.0676, 0.1545, -0.0210, -0.2715, -0.5702, -0.0220, 0.1205, 0.1342, -0.1370, 0.8527, 0.0965, -0.5837, 0.1608, 0.1219, -0.1347, 0.1212, 0.1608, 0.1297, 0.1264, -0.2459, 0.1266, 0.1533, -0.1332, -0.0996, 0.1143, 0.1411, 0.1532, -0.0419, 0.8000, 0.1428, 0.1614, -0.0424, -0.0268, -0.0481, -0.0529, 1.1686, -0.0147, 0.1060, 0.1277, -0.0260, 0.0944, -0.0214], "e_tot_ev": -58511.227, "mol_weight_g_mol": 662.958, "charge": 4, "max_force_ev_per_a": 2.351, "e_lumo_ev": -14.0285}

{"formula": "C24H36O18", "method": "ωB97M-V with the def2-TZVPD basis set", "symbols": ["O", "H", "O", "C", "C", "H", "O", "H", "O", "H", "H", "H", "C", "O", "C", "O", "H", "H", "C", "O", "H", "H", "H", "C", "O", "C", "O", "C", "O", "H", "H", "H", "H", "H", "C", "H", "C", "C", "C", "O", "C", "C", "C", "C", "H", "H", "C", "H", "H", "H", "O", "H", "H", "H", "H", "C", "H", "O", "O", "C", "H", "C", "C", "H", "O", "H", "H", "O", "H", "C", "C", "C", "H", "H", "O", "H", "O", "H"], "coordinates": [[-2.01581, -1.18765, -7.37245], [-1.06977, -2.20174, 0.26078], [-1.79794, 5.29791, 0.46705], [-0.89145, 3.10792, 3.99167], [-0.89053, -4.51659, -0.95996], [-1.77083, 1.99592, 2.33610], [4.38207, 0.09465, 0.81976], [1.08568, -0.95039, -2.81931], [1.20523, -0.94511, 1.55785], [0.74525, 0.63935, -3.73769], [0.57635, 4.05628, 5.16167], [0.76224, 1.92557, 1.11386], [-0.06518, -2.48337, -4.78644], [-1.05812, -2.54552, -5.80128], [-1.78816, 4.68441, 1.66591], [0.33319, 0.78657, 2.47575], [-0.64184, -2.65709, -3.87794], [1.37350, 2.62241, -0.38827], [-2.13585, -5.60141, 1.05578], [-0.49147, -0.42969, -5.82996], [0.36908, 2.18614, 5.21794], [0.05641, -1.85331, -2.15784], [-1.18775, 4.13238, -1.03043], [-0.71840, 4.82801, -0.33479], [-1.82599, -5.08622, 2.32041], [-0.37872, -1.41062, -0.03022], [-0.63456, 4.02255, 1.83442], [-1.82716, -3.69939, 2.24083], [-1.87368, -3.29008, 0.95220], [-0.25235, 2.11727, -0.19257], [1.82507, -1.44828, -0.21848], [2.37027, 1.78079, -0.14009], [0.87232, 0.19791, -1.35988], [-0.54227, -0.26480, -3.12333], [-2.51255, 2.27624, 5.22703], [-1.32552, -4.79992, -1.91840], [0.46522, -0.39126, -3.51967], [0.54880, 2.64583, 0.32405], [-1.35201, 1.80904, 3.32493], [-2.61909, 4.89648, 2.57458], [1.02443, -1.76624, 0.44934], [-2.05041, -4.42991, 0.09599], [0.42185, -1.04656, -4.90592], [1.90348, 0.33737, -1.68446], [-2.98441, -4.38022, -0.46373], [1.43761, -1.04108, -5.30127], [-1.22316, -1.37366, -6.43398], [-1.64598, -1.38193, -1.85160], [2.37056, -0.49470, -2.21135], [2.50935, 0.37621, 1.50715], [-0.45987, -0.13151, 0.55988], [-0.89960, 3.88361, 3.22594], [2.74414, -1.20222, 0.47781], [-0.19539, 5.62177, -0.86819], [1.22469, 2.92526, 3.83819], [0.50932, 3.10065, 4.64168], [0.99429, 4.75199, 1.05305], [-1.50953, -2.94973, 3.23732], [-2.29546, 1.35979, 4.24524], [4.85814, 0.76697, -0.15112], [-0.47180, 1.17315, 3.23009], [-0.60217, -1.17471, -1.61575], [2.72490, 0.80095, -0.45987], [-0.41648, -0.16002, -1.96794], [-1.76590, 3.35207, 5.11519], [1.08300, -2.83456, 0.65758], [-3.09765, -6.11206, 1.10343], [6.04033, 1.10268, -0.25431], [0.72170, -3.22754, -4.90945], [0.39718, 0.01107, 1.57551], [2.99011, -0.16178, 0.69011], [0.19258, 4.09546, 0.71491], [1.74181, 1.18064, -2.35591], [-1.42292, -6.36382, 0.74184], [3.90926, 1.24343, -0.95701], [-0.58989, -3.60489, -1.47622], [-3.52568, 2.29932, 5.94499], [0.05388, -4.88646, -0.56075]], "lowdin_charge": [0.1181, 0.0783, 0.0834, -0.3000, 0.0052, 0.1430, 0.1496, 0.0498, 0.0718, 0.1132, 0.0944, 0.0684, -0.0821, 0.0689, -0.4736, 0.1555, 0.1119, 0.0726, -0.1163, 0.1131, 0.0980, 0.0612, 0.1294, -0.0542, 0.0770, -0.1894, -0.0290, -0.3931, 0.0123, 0.1039, 0.0897, 0.1024, 0.0494, 0.0711, -0.5353, 0.0954, -0.1352, 0.0129, -0.1042, 0.1537, -0.0784, -0.2434, -0.2475, -0.0364, 0.1554, 0.1585, -0.5196, 0.1245, 0.1203, 0.1527, 0.1176, 0.0589, 0.1107, 0.1358, 0.0740, 0.0158, 0.1671, 0.1027, 0.0864, -0.5878, -0.0394, -0.0689, -0.3178, 0.0392, 0.1032, 0.1596, 0.1403, 0.1172, 0.1424, -0.5986, -0.0532, -0.2179, 0.1068, 0.1349, 0.1223, 0.0380, 0.0832, 0.1005], "e_tot_ev": -62311.124, "mol_weight_g_mol": 612.534, "max_force_ev_per_a": 8.255, "e_above_lowest_ev": 18.204, "e_lumo_ev": -0.7647}

{"formula": "C24H36O18", "method": "ωB97M-V with the def2-TZVPD basis set", "symbols": ["H", "H", "H", "C", "H", "H", "H", "H", "C", "O", "H", "O", "H", "C", "C", "C", "O", "H", "C", "O", "O", "C", "C", "O", "H", "H", "H", "H", "C", "C", "C", "C", "H", "H", "O", "H", "O", "O", "O", "H", "O", "O", "H", "C", "H", "H", "H", "O", "C", "H", "H", "C", "H", "C", "C", "H", "C", "H", "H", "H", "O", "H", "H", "H", "H", "H", "C", "O", "O", "O", "C", "H", "C", "H", "C", "C", "C", "O"], "coordinates": [[-3.65508, 3.53395, 4.25558], [1.33930, -0.79868, -5.08646], [-0.87714, -2.66751, -4.74737], [1.95509, 1.85214, -5.31553], [-2.13457, -4.39984, -6.54388], [0.46355, -3.90367, 4.13198], [-1.58433, 0.47786, -0.76894], [0.03693, 0.33766, -3.45097], [-2.33339, 4.23529, 2.65294], [-4.18404, -4.39856, -6.42199], [3.41466, 5.61031, 0.65998], [-0.98522, -1.90836, 5.78156], [1.20026, 0.05264, 2.22932], [1.57795, -1.83269, 0.10775], [1.92258, -0.20638, -4.37310], [0.27150, 0.03175, 0.29911], [-0.43206, 2.98291, 2.04171], [-1.95107, -2.51628, -3.32923], [-0.22947, -1.19404, 4.92840], [-0.45602, -0.06575, 4.63249], [0.99894, 1.91454, -4.36515], [-0.44095, -3.22267, 5.97091], [-2.94473, -3.67778, -6.47963], [-0.71880, 3.16401, -0.17050], [4.79006, 3.82926, 1.89270], [-0.97095, -5.21771, 5.47818], [0.48655, 1.08808, 0.20568], [1.97781, 4.64466, 0.95702], [-3.61729, 3.60905, 3.17192], [-1.06865, 3.54819, 3.20354], [-1.05188, -0.38524, -0.37763], [0.50862, -0.57366, 1.67226], [-3.08353, -1.75795, -5.49363], [-3.82506, 2.67479, 2.65197], [-2.25038, 3.98178, 1.23947], [2.21007, 2.59170, 2.34970], [2.85690, 1.61948, 0.68301], [1.17156, -1.81927, 1.39942], [2.11949, 2.65536, -6.17365], [-1.69610, -0.89313, 0.34991], [4.23261, 3.22583, 0.00828], [3.62555, 1.61010, -1.42912], [2.35579, -1.66533, -2.83467], [-1.79753, -3.01753, -4.28790], [-4.46471, 4.24517, 2.88523], [-0.36237, 4.20410, 3.71308], [-2.31035, 5.29530, 2.90031], [1.31090, -0.65601, -0.48472], [-1.49682, -4.27800, 5.65134], [3.77793, 1.72997, 2.51758], [-2.05625, -3.94886, 4.77768], [0.72477, -3.24912, 4.96245], [-2.19049, -4.41904, 6.47775], [3.58352, 2.10225, -0.35076], [1.04154, 0.73933, -3.54985], [-1.76696, -4.07311, -4.00306], [-1.09449, 3.37204, 0.93412], [-0.15065, -3.33412, 7.01500], [1.63316, -3.58866, 5.45258], [-2.98930, -3.05006, -7.36857], [2.14837, -2.74071, -0.41043], [-0.87393, -1.14688, -1.13275], [-0.41353, -0.81800, 2.18321], [3.37912, -1.71512, -4.32306], [3.58051, -0.44806, -3.04839], [-1.27327, 2.72532, 3.89087], [-4.83538, -4.14225, -5.26083], [-5.83267, -4.68868, -4.91605], [2.69914, 0.72497, -5.15129], [0.81767, -1.91876, 4.47622], [3.87307, 3.60331, 1.35338], [2.90793, 5.26372, 2.30181], [2.99909, 4.83154, 1.29817], [1.53099, 0.93849, -2.59763], [2.88170, -1.08221, -3.59123], [-2.96849, -2.80473, -5.20815], [3.15936, 2.35300, 1.87260], [-4.19665, -3.17541, -4.57202]], "lowdin_charge": [0.0888, 0.1443, 0.0839, -0.5636, 0.1318, 0.1343, 0.0783, 0.1274, -0.2899, 0.0576, 0.0913, 0.0875, 0.1251, -0.5771, -0.3118, -0.2496, 0.0410, 0.0781, -0.5697, 0.1466, 0.0672, -0.2994, -0.0756, 0.1645, 0.1513, 0.0896, 0.1136, 0.0844, -0.0241, -0.0668, 0.0075, -0.0908, 0.1510, 0.0955, 0.0952, 0.1197, 0.0454, 0.0647, 0.1601, 0.0838, 0.0944, 0.1752, 0.0715, -0.0205, 0.0870, 0.1305, 0.1501, 0.0361, -0.0219, 0.1366, 0.0954, -0.0784, 0.0832, -0.5437, -0.0802, 0.0986, -0.5781, 0.1496, 0.1365, 0.1304, 0.1523, 0.0791, 0.1182, 0.0869, 0.0828, 0.1259, -0.5641, 0.1636, 0.0733, 0.0658, -0.2905, 0.0905, -0.0211, 0.1091, -0.0066, -0.3147, -0.0761, 0.0820], "e_tot_ev": -62328.505, "mol_weight_g_mol": 612.534, "max_force_ev_per_a": 1.886, "e_above_lowest_ev": 0.823, "e_lumo_ev": 0.2102, "smiles": "C[C@H]1COC(=O)O1.C[C@H]1COC(=O)O1.C[C@H]1COC(=O)O1.C[C@H]1COC(=O)O1.C[C@H]1COC(=O)O1.C[C@H]1COC(=O)O1"}